119
Properties=species:S:1:pos:R:3 method="wB97M-V/def2-TZVPD" homo_lumo_gap_ev=5.59 energy_ev=-189709.2595 de_lowest_kcal_mol=32.70 homo_energy_ev=-9.58 charge=+1
C -2.976 0.554 5.041
H -0.957 -3.750 -6.689
H 3.719 -1.382 2.515
H -4.041 1.548 -5.419
H 3.067 -4.285 5.576
H -1.830 -5.046 -2.271
H -1.547 -2.447 4.486
P -0.013 0.320 -2.841
H 0.396 0.180 -5.728
H 4.416 -2.464 4.604
H -1.499 2.382 -0.314
H 3.773 2.241 3.809
Br -2.403 -2.811 1.590
H 5.203 1.829 -4.570
N -3.572 3.987 0.114
Si -0.640 0.021 3.335
C -2.940 2.503 1.926
H -0.225 3.482 0.256
H 4.161 -1.874 -0.224
H -0.005 -1.580 -7.398
C -1.969 -4.255 -1.540
Sn -1.269 -0.930 0.342
C -0.227 -1.027 -4.068
C 4.202 1.570 -4.259
H 4.813 -0.205 -3.233
H -3.330 -3.149 5.990
C -3.123 3.270 -4.541
H 0.546 4.344 5.654
H -3.212 1.635 1.322
H -1.396 -4.184 -4.331
C 1.618 0.904 -3.465
H -3.673 4.555 2.151
O -2.768 -0.371 -1.949
O -3.452 1.769 -1.388
C 1.208 -3.643 2.835
C -0.989 -3.228 -4.622
H -4.689 0.893 6.273
C -2.159 4.395 -0.067
C 3.120 -2.179 2.934
C 1.602 -4.242 4.014
H -1.987 4.620 -1.121
C 3.453 -4.840 -1.176
C 2.260 3.418 4.771
C 2.755 -3.812 4.656
C -3.995 0.157 5.886
C 1.827 -3.234 -0.425
C 2.997 1.750 0.368
P 1.327 -1.924 0.739
H 3.053 -5.727 -3.086
Si -0.742 -2.801 -1.828
H -3.102 2.245 2.969
C -4.136 -1.179 6.226
C 4.720 0.186 -0.212
Cl -3.776 0.365 -1.302
C -3.856 3.670 1.533
H 5.010 2.303 -0.109
H -4.941 -1.498 6.869
C 3.132 2.368 -4.626
N -1.536 2.783 1.714
C -1.277 3.212 0.360
H -1.021 2.662 4.830
C -1.199 1.495 -3.584
C 2.700 0.104 -3.106
C -0.748 -2.984 -5.960
H 4.371 -5.383 -1.014
C -0.706 -2.266 -3.655
C -3.220 1.919 -4.825
H 3.562 -3.826 0.703
C 2.721 2.340 4.035
C 2.521 -0.607 0.339
C 1.969 -2.612 2.289
H -1.834 -4.688 -0.553
C -2.271 1.038 -4.345
C 1.040 -3.474 -1.550
C 1.844 2.037 -4.235
C 3.006 -3.948 -0.220
H 2.678 2.763 0.567
C -3.238 -2.108 5.729
H -2.996 -3.904 -1.606
H -1.957 5.282 0.541
O -5.035 0.114 -1.820
C -2.079 -0.371 4.506
H -3.864 3.956 -4.921
C 1.836 1.375 3.594
C 3.508 -2.785 4.115
C 2.104 0.706 0.519
H -3.684 3.100 -0.450
H -2.377 -0.014 -4.553
C 3.982 0.428 -3.506
H 0.304 -3.961 2.335
C 0.024 2.568 4.584
O -3.716 0.061 0.097
H 2.532 -0.791 -2.520
H 0.916 -4.571 -3.376
C 4.308 1.490 0.005
C -1.128 2.849 -3.272
H 1.016 2.655 -4.550
C 3.833 -0.861 -0.049
H 3.303 3.248 -5.229
C -2.227 -1.708 4.877
H 2.216 0.517 3.060
C 0.909 3.523 5.055
H 5.742 -0.020 -0.487
H 1.079 0.907 0.814
H -4.899 3.374 1.642
H 1.017 -5.050 4.421
C 0.470 1.475 3.845
H -4.219 4.684 -0.263
H 2.949 4.167 5.130
C 2.712 -5.036 -2.330
H -0.311 3.212 -2.658
C -2.074 3.732 -3.762
H -1.188 3.468 2.379
C 1.509 -4.377 -2.499
H 0.264 -1.147 3.340
C 0.016 -0.783 -5.417
H -1.995 4.790 -3.546
C -0.222 -1.765 -6.358
H -2.883 1.606 4.813